{"formula": "C17H18N2O4S2", "method": "ωB97M-V with the def2-TZVPD basis set", "symbols": ["C", "C", "N", "C", "C", "C", "C", "O", "C", "C", "C", "S", "O", "O", "C", "C", "C", "C", "C", "C", "N", "C", "O", "C", "S", "H", "H", "H", "H", "H", "H", "H", "H", "H", "H", "H", "H", "H", "H", "H", "H", "H", "H"], "xyz": [[-1.46482, -2.64445, -2.48314], [-0.45640, -2.46299, -1.35612], [-1.10114, -1.95366, -0.16397], [-1.71361, -0.68263, -0.19067], [-2.83300, -0.47628, 0.60498], [-3.44498, 0.76298, 0.66402], [-2.95232, 1.82287, -0.09084], [-3.47207, 3.08039, -0.11049], [-4.59706, 3.35563, 0.68999], [-1.83684, 1.61167, -0.90204], [-1.22068, 0.37970, -0.94603], [-0.29790, -2.27296, 1.27327], [-1.18679, -2.02991, 2.36493], [0.31234, -3.56371, 1.15354], [0.97399, -1.01207, 1.26173], [0.66643, 0.26635, 1.69109], [1.61159, 1.26482, 1.55075], [2.85294, 0.98462, 0.99054], [3.16772, -0.31804, 0.58072], [2.20106, -1.31113, 0.70826], [4.43096, -0.65252, 0.10293], [5.38886, 0.18187, -0.38786], [6.48942, -0.21709, -0.68254], [4.94428, 1.61394, -0.59276], [4.05040, 2.26654, 0.84932], [-1.88774, -1.68649, -2.77619], [-2.27219, -3.29280, -2.15519], [-0.97676, -3.09380, -3.34386], [-0.03723, -3.42742, -1.06587], [0.36897, -1.81405, -1.68432], [-3.20646, -1.29459, 1.19740], [-4.30750, 0.88596, 1.29904], [-4.82786, 4.40610, 0.52031], [-5.45718, 2.74490, 0.39824], [-4.38280, 3.19941, 1.75192], [-1.46375, 2.43792, -1.48617], [-0.35165, 0.25015, -1.57269], [-0.29706, 0.45666, 2.13318], [1.40443, 2.27209, 1.87532], [2.40563, -2.32758, 0.40872], [4.67947, -1.63381, 0.13320], [5.81382, 2.24878, -0.75159], [4.28345, 1.67463, -1.46104]], "orbital_gap_ev": 8.845, "e_tot_ev": -50761.8975, "e_homo_ha": -0.312, "max_force_ev_per_a": 1.2, "e_above_lowest_kcal_mol": 17.2}



{"formula": "C17H18N3OS2", "method": "ωB97M-V with the def2-TZVPD basis set", "symbols": ["C", "O", "C", "C", "C", "C", "C", "C", "C", "N", "C", "N", "C", "C", "H", "H", "H", "H", "H", "H", "H", "H", "C", "C", "C", "N", "C", "S", "S", "C", "C", "H", "H", "H", "H", "H", "H", "H", "H", "H", "H"], "xyz": [[-5.91867, 0.51902, 2.95874], [-5.07707, -0.56659, 3.41887], [-3.75531, -0.55647, 3.08869], [-3.03339, -1.76030, 3.31299], [-1.72434, -1.86438, 2.88106], [-1.02306, -0.76405, 2.30733], [0.39140, -0.89764, 2.06484], [1.30706, 0.03202, 2.44355], [2.70348, -0.20992, 2.62860], [3.82812, -0.42616, 2.87322], [0.92887, 1.32238, 2.94132], [0.64625, 2.38004, 3.36851], [-1.76854, 0.42216, 2.07524], [-3.09400, 0.53749, 2.47894], [-6.90921, 0.22352, 3.29522], [-5.62211, 1.47143, 3.40697], [-5.89724, 0.61412, 1.86890], [-3.57626, -2.57531, 3.80167], [-1.19597, -2.81088, 3.03942], [0.73081, -1.83189, 1.63786], [-1.31362, 1.27030, 1.56800], [-3.66297, 1.46271, 2.33766], [8.21302, 1.79895, -1.60921], [7.53084, 1.79554, -0.23617], [6.41644, 0.75635, -0.09595], [5.43774, 0.85362, -1.20233], [4.23687, 0.23984, -0.90609], [2.74168, 0.69906, -0.18286], [3.64105, -1.35132, -0.90507], [6.13029, 0.48564, -2.46318], [7.31450, 1.40060, -2.79658], [8.61901, 2.80073, -1.80516], [9.08036, 1.12253, -1.58236], [8.28943, 1.55451, 0.52453], [7.13110, 2.79918, -0.02415], [6.88265, -0.24592, -0.14632], [5.89201, 0.84803, 0.86209], [6.49785, -0.54695, -2.35150], [5.40256, 0.47909, -3.27641], [6.93600, 2.31349, -3.28835], [7.94716, 0.87696, -3.52924]], "orbital_gap_ev": 3.613, "e_tot_ev": -46105.9278, "e_homo_ha": -0.053, "charge": -1, "max_force_ev_per_a": 5.8, "e_above_lowest_kcal_mol": 88.7}



{"formula": "C17H18N4O5", "method": "ωB97M-V with the def2-TZVPD basis set", "symbols": ["O", "C", "C", "N", "C", "C", "N", "C", "O", "C", "C", "C", "C", "O", "C", "C", "N", "C", "C", "C", "C", "C", "N", "O", "O", "C", "H", "H", "H", "H", "H", "H", "H", "H", "H", "H", "H", "H", "H", "H", "H", "H", "H", "H"], "xyz": [[1.35589, -3.20684, -0.79107], [1.44097, -2.02166, -0.99856], [2.06130, -1.42794, -2.26856], [1.43265, -0.16205, -2.57116], [0.11365, -0.27718, -3.16568], [-0.66391, 1.00858, -2.81624], [0.27916, 2.09030, -2.63950], [0.41516, 2.88407, -1.54621], [1.41492, 3.56510, -1.37135], [-0.67980, 2.96820, -0.56254], [-0.60286, 3.58132, 0.66524], [-1.88233, 3.47302, 1.24718], [-2.65074, 2.81416, 0.33526], [-1.93913, 2.50373, -0.75610], [1.37721, 2.03626, -3.58206], [2.24497, 0.79460, -3.30014], [1.02658, -1.02937, -0.16043], [0.36903, -1.11142, 1.05716], [0.01100, 0.08455, 1.68670], [-0.66107, 0.07622, 2.89438], [-0.98688, -1.12281, 3.50223], [-0.62274, -2.30775, 2.87501], [-0.95791, -3.56389, 3.50542], [-0.63751, -4.58517, 2.94075], [-1.54481, -3.51736, 4.56624], [0.05021, -2.32367, 1.66184], [3.12265, -1.25935, -2.06380], [1.98883, -2.16857, -3.07806], [0.17415, -0.41711, -4.25663], [-0.39896, -1.14334, -2.74506], [-1.22688, 0.85666, -1.89835], [-1.37044, 1.25803, -3.61650], [0.26974, 4.04521, 1.07638], [-2.19060, 3.84008, 2.20404], [-3.68110, 2.51760, 0.34662], [1.96399, 2.94818, -3.47399], [0.95389, 1.99521, -4.58909], [2.62905, 0.38527, -4.24895], [3.09460, 1.06331, -2.66774], [1.16789, -0.09576, -0.53925], [0.26897, 1.02486, 1.22052], [-0.93077, 1.01040, 3.36154], [-1.51010, -1.15902, 4.44439], [0.31826, -3.26171, 1.20111]], "orbital_gap_ev": 8.616, "e_tot_ev": -34116.3593, "e_homo_ha": -0.329, "max_force_ev_per_a": 1.5, "e_above_lowest_kcal_mol": 103.4}



{"formula": "C17H18NO3", "method": "ωB97M-V with the def2-TZVPD basis set", "symbols": ["C", "O", "C", "C", "C", "C", "C", "O", "C", "C", "C", "C", "C", "C", "C", "C", "C", "C", "H", "H", "H", "H", "H", "H", "H", "H", "H", "H", "H", "H", "H", "C", "N", "O", "H", "H", "H", "H", "H"], "xyz": [[-5.02774, 0.02068, -4.15920], [-4.75224, 0.97137, -3.15381], [-3.91087, 0.53893, -2.12048], [-3.61442, 1.45968, -1.10376], [-2.79824, 1.13160, -0.04955], [-2.23229, -0.14849, 0.04190], [-1.35765, -0.58898, 1.10836], [-0.91755, -1.89741, 1.01829], [-0.07793, -2.39398, 1.99723], [0.34082, -1.59120, 3.08521], [1.19155, -2.14756, 4.05210], [1.61543, -3.45213, 3.93823], [1.20531, -4.23304, 2.86872], [0.36621, -3.71137, 1.90859], [-0.11855, -0.25981, 3.13527], [-0.95495, 0.22437, 2.16754], [-2.53144, -1.06486, -0.97256], [-3.34563, -0.73957, -2.02738], [-5.68724, 0.47687, -4.89922], [-4.10450, -0.27932, -4.65596], [-5.53435, -0.84431, -3.72992], [-4.05009, 2.44108, -1.17398], [-2.59190, 1.85942, 0.71387], [1.50850, -1.53842, 4.88091], [2.26908, -3.87094, 4.68556], [1.54177, -5.25265, 2.78480], [0.03559, -4.30211, 1.07207], [0.21562, 0.37800, 3.93329], [-1.29954, 1.24082, 2.21346], [-2.09391, -2.04525, -0.89613], [-3.54944, -1.47302, -2.78701], [-2.06344, 1.70491, 6.51988], [-1.70084, 0.29698, 6.60449], [-2.81232, -0.55334, 6.49715], [-1.17367, 2.33510, 6.54973], [-2.61513, 1.91061, 5.60175], [-2.69894, 1.96277, 7.36655], [-1.09342, 0.02443, 5.82406], [-2.80061, -1.13558, 7.28489]], "orbital_gap_ev": 6.325, "e_tot_ev": -25544.8100, "e_homo_ha": -0.422, "charge": 1, "max_force_ev_per_a": 2.8}



{"formula": "C17H19AsN5ORuS7", "method": "ωB97M-V with the def2-TZVPD basis set", "symbols": ["Ru", "C", "C", "N", "N", "C", "S", "S", "C", "C", "C", "C", "C", "C", "C", "C", "C", "C", "C", "C", "C", "O", "H", "H", "H", "H", "H", "H", "H", "H", "H", "H", "H", "H", "H", "H", "S", "As", "S", "S", "S", "N", "N", "C", "N", "S", "H", "H", "H", "H", "H"], "xyz": [[-2.01345, 0.02746, 0.27352], [-2.60420, -2.03642, -2.48582], [-1.30391, -1.79563, -1.80243], [-1.17687, -2.04947, -0.53284], [0.16141, -2.30457, -0.14045], [0.60006, -1.78219, 0.94150], [-0.10651, -0.56755, 1.96981], [2.27471, -2.33227, 1.39298], [3.21166, -1.35417, 0.16723], [3.73768, -0.05197, 0.71884], [2.89409, 1.05538, 0.80782], [3.35964, 2.24486, 1.35432], [4.66845, 2.34962, 1.81702], [5.51376, 1.24878, 1.73369], [5.04430, 0.05661, 1.18880], [-0.19819, -1.22080, -2.56383], [0.15057, -1.67960, -3.83836], [1.17746, -1.10521, -4.56538], [1.83944, 0.00242, -4.00642], [1.47997, 0.51063, -2.77638], [0.43761, -0.07449, -1.99396], [0.09708, 0.42918, -0.85905], [-3.29761, -2.55805, -1.83901], [-2.38503, -2.64219, -3.37345], [-3.07489, -1.11379, -2.82965], [2.51977, -1.19142, -0.65820], [4.02594, -1.98350, -0.18951], [1.86194, 0.96709, 0.47420], [2.68700, 3.09237, 1.42611], [5.02463, 3.27972, 2.24455], [6.53523, 1.31635, 2.09371], [5.70272, -0.80599, 1.12618], [-0.38288, -2.53145, -4.25025], [1.45121, -1.48923, -5.54042], [2.64558, 0.47768, -4.55708], [1.97811, 1.38101, -2.36416], [-5.82085, 2.41538, 0.29974], [-4.78917, 1.10343, -1.02285], [-4.40778, -0.83797, -0.00383], [-2.66644, 1.74000, -1.29849], [-5.64984, 0.75103, -2.93510], [-3.06454, -0.64206, 2.74758], [-3.24625, 0.31430, 3.72716], [-2.87487, 1.59527, 3.51353], [-3.08374, 2.39317, 4.61744], [-2.29291, 2.21158, 2.09212], [-3.93800, -1.03057, 2.41956], [-2.34338, -1.31082, 2.98350], [-3.47190, 0.02441, 4.66487], [-3.83571, 2.12958, 5.23538], [-3.05112, 3.37407, 4.39579]], "orbital_gap_ev": [5.807, 5.791], "e_tot_ev": -166704.0459, "e_homo_ha": [-0.059, -0.061], "multiplicity": 6, "charge": -2, "max_force_ev_per_a": 0.9, "e_above_lowest_kcal_mol": 8.7}



{"formula": "C17H19BrN2O", "method": "ωB97M-V with the def2-TZVPD basis set", "symbols": ["O", "C", "C", "C", "C", "C", "C", "C", "N", "C", "H", "C", "N", "C", "C", "C", "C", "C", "C", "H", "H", "H", "H", "H", "C", "H", "C", "H", "H", "H", "H", "H", "H", "H", "H", "H", "Br", "H", "H", "H"], "xyz": [[3.25120, 0.78617, -1.24003], [1.97992, 0.82337, -1.85804], [1.57328, 0.24113, -3.08471], [0.43492, 0.37840, -3.52608], [-0.34973, 0.95005, -2.81542], [-0.15068, 1.60387, -1.41107], [1.14951, 1.62684, -0.85897], [1.37207, 1.80719, 0.44245], [0.78452, 0.87020, 1.39327], [-0.04128, 1.44778, 2.40195], [0.37960, 1.58609, 3.47938], [-1.09726, 0.15375, 2.85288], [-0.49990, -0.95612, 1.99992], [-1.24916, -1.20963, 0.85085], [-0.29528, -1.89570, -0.19496], [-0.85669, -1.99838, -1.30918], [-2.09637, -1.76459, -1.76533], [-2.97874, -1.23923, -0.68012], [-2.61809, -1.09296, 0.44312], [-3.24225, -0.52715, 1.34221], [-4.00669, -1.23423, -0.91382], [-2.68677, -2.04674, -2.48358], [-0.33389, -2.54711, -2.08462], [0.61924, -1.85126, 0.13819], [0.64204, -1.47617, 2.40145], [0.93067, -2.19662, 2.01483], [1.76748, -0.03221, 1.70776], [2.23800, 0.13729, 2.51224], [2.15691, -0.38461, 0.98795], [0.80007, -1.07627, 3.48275], [-2.15990, 0.50199, 2.41668], [-1.07710, 0.01355, 3.81961], [-0.64556, 2.34768, 2.15114], [2.54891, 2.06387, 0.57590], [0.94285, 2.93155, 0.60525], [-1.19846, 1.96220, -0.81349], [-2.26847, 1.03286, -3.43464], [0.07197, 0.20651, -4.33967], [2.43410, -0.22105, -3.51679], [3.77502, 0.27769, -1.68928]], "orbital_gap_ev": 7.103, "e_tot_ev": -92989.7868, "e_homo_ha": -0.238, "max_force_ev_per_a": 18.9, "e_above_lowest_kcal_mol": 423.6}